Entry 1:
DFT (ωB97M-V/def2-TZVPD) results for 4 unconnected molecules or ions with the total composition C22H22F6O2P at a distorted geometry.

Positions of all 53 atoms, in Å:
O  5.526  0.545  -2.548
C  4.820  1.677  -2.819
C  3.194  1.497  -2.939
P  2.170  2.926  -2.181
C  0.380  2.741  -2.930
O  -0.545  2.072  -1.995
C  -1.769  1.671  -2.750
F  -1.515  0.458  -3.573
F  -2.295  2.740  -3.637
F  -2.851  1.375  -1.747
H  5.429  2.664  -2.985
H  2.941  1.482  -4.099
H  2.790  0.497  -2.468
H  2.044  2.871  -0.738
H  2.644  4.247  -2.544
H  0.493  2.051  -3.897
H  -0.007  3.809  -3.213
F  2.982  1.320  1.586
C  1.924  0.539  1.841
C  1.825  -0.703  1.225
C  0.725  -1.518  1.495
C  -0.270  -1.076  2.370
C  -0.164  0.175  2.980
C  0.941  0.985  2.719
H  2.603  -1.026  0.541
H  0.643  -2.494  1.024
H  -1.129  -1.710  2.577
H  -0.941  0.518  3.658
H  1.044  1.956  3.191
F  -0.272  -4.440  1.103
C  0.284  -5.560  0.623
C  -0.256  -6.161  -0.509
C  0.327  -7.324  -1.013
C  1.436  -7.881  -0.371
C  1.967  -7.273  0.767
C  1.392  -6.104  1.264
H  -1.123  -5.719  -0.989
H  -0.083  -7.797  -1.902
H  1.887  -8.790  -0.762
H  2.828  -7.710  1.267
H  1.797  -5.613  2.143
F  -1.883  2.862  3.375
C  -2.760  3.430  2.537
C  -3.838  4.142  3.054
C  -4.748  4.738  2.182
C  -4.578  4.606  0.801
C  -3.496  3.886  0.293
C  -2.579  3.299  1.165
H  -3.959  4.227  4.129
H  -5.589  5.303  2.575
H  -5.291  5.068  0.121
H  -3.368  3.781  -0.782
H  -1.728  2.743  0.787

Atoms 1-3, force components in eV/Å:
O -4.84 7.60 -1.81
C 3.56 -6.75 1.68
C 0.54 0.09 -0.69

Summary:
- Total charge: +1
- E_LUMO: -4.39 eV
- HOMO level: -10.89 eV
- Orbital gap: 6.50 eV

***

Entry 2:
DFT (ωB97M-V/def2-TZVPD) results for C22H22FN3O3S2 in the gas phase.

Positions of all 53 atoms, in Å:
O  -0.234  -2.946  0.353
C  0.002  -1.815  -0.029
C  -1.122  -0.773  -0.203
N  -0.937  0.246  0.817
S  -1.504  1.759  0.440
O  -1.274  2.576  1.588
O  -0.918  2.113  -0.818
C  -3.247  1.574  0.189
C  -4.193  1.220  1.101
C  -5.475  1.117  0.522
C  -5.463  1.395  -0.809
S  -3.893  1.791  -1.383
C  -2.481  -1.421  -0.147
C  -2.954  -1.966  1.041
C  -4.217  -2.527  1.098
C  -5.020  -2.549  -0.029
C  -4.548  -2.026  -1.219
C  -3.283  -1.469  -1.279
N  1.245  -1.394  -0.325
C  1.679  -0.053  -0.658
C  2.524  0.518  0.495
N  3.654  -0.344  0.777
C  4.870  -0.139  0.144
C  5.625  -1.174  -0.421
C  6.866  -0.949  -0.987
C  7.409  0.322  -1.025
C  6.696  1.369  -0.465
C  5.468  1.130  0.112
F  4.844  2.191  0.689
C  3.205  -1.682  1.082
C  2.365  -2.278  -0.057
H  -1.003  -0.262  -1.163
H  -1.198  -0.042  1.747
H  -3.976  1.051  2.139
H  -6.358  0.848  1.072
H  -6.292  1.395  -1.488
H  -2.325  -1.969  1.919
H  -4.574  -2.950  2.026
H  -6.008  -2.982  0.019
H  -5.165  -2.050  -2.105
H  -2.916  -1.063  -2.211
H  0.845  0.616  -0.847
H  2.300  -0.115  -1.561
H  2.847  1.521  0.232
H  1.900  0.584  1.392
H  5.237  -2.179  -0.427
H  7.408  -1.780  -1.412
H  8.373  0.500  -1.473
H  7.087  2.374  -0.450
H  4.057  -2.320  1.316
H  2.574  -1.617  1.976
H  1.967  -3.254  0.222
H  2.964  -2.370  -0.968

Atoms 1-3, force components in eV/Å:
O -0.22 -0.15 0.15
C -0.15 0.16 -0.18
C -0.09 -0.44 -0.24

Summary:
- SMILES: O=C([C@H](NS(=O)(=O)c1cccs1)c1ccccc1)N1CCN(c2ccccc2F)CC1
- Total charge: 0
- Energy relative to the best compared isomer or geometry (same formula, charge and spin): 0.0 kcal/mol
- E_LUMO: 0.42 eV
- HOMO level: -7.81 eV
- Orbital gap: 8.22 eV

***

Entry 3:
DFT (ωB97M-V/def2-TZVPD) results for a molecular structure, C22H22LiN7O6S5.

Positions of all 63 atoms, in Å:
Li  0.883  1.343  0.170
O  1.602  0.439  4.310
C  1.017  1.501  4.882
C  1.101  1.632  6.272
C  0.491  2.692  6.913
C  -0.215  3.645  6.184
C  -0.295  3.518  4.808
C  0.313  2.461  4.134
C  0.234  2.343  2.642
O  0.867  1.384  2.087
N  -0.474  3.257  2.028
N  -0.504  3.043  0.651
C  -1.187  3.932  0.062
S  -1.436  3.955  -1.684
C  -2.921  4.989  -1.550
C  -2.641  6.062  -0.517
S  -1.990  5.243  0.964
H  1.373  0.517  3.331
H  1.650  0.878  6.820
H  0.564  2.777  7.992
H  -0.693  4.477  6.685
H  -0.828  4.244  4.209
H  -3.781  4.385  -1.249
H  -3.114  5.413  -2.536
H  -3.547  6.604  -0.235
H  -1.909  6.772  -0.904
S  0.823  1.721  -2.505
C  2.477  1.356  -2.923
C  2.774  1.377  -4.328
N  2.973  1.381  -5.466
C  3.485  1.043  -2.045
S  3.359  0.941  -0.317
C  4.789  0.761  -2.585
N  5.847  0.535  -2.989
C  -0.805  -3.736  -5.224
C  -0.353  -4.396  -3.929
S  -1.629  -4.226  -2.695
O  -1.862  -2.825  -2.475
O  -2.721  -5.085  -3.091
C  -0.959  -4.926  -1.200
C  0.253  -4.242  -0.578
N  0.002  -2.923  -0.034
C  0.521  -1.762  -0.515
N  0.170  -0.726  0.235
C  -0.597  -1.205  1.235
C  -0.737  -2.562  1.087
N  -1.415  -3.460  1.931
O  -2.014  -3.007  2.888
O  -1.336  -4.669  1.695
C  1.462  -1.631  -1.648
H  -0.033  -3.863  -5.982
H  -0.960  -2.670  -5.069
H  -1.730  -4.182  -5.585
H  0.543  -3.913  -3.546
H  -0.169  -5.465  -4.048
H  -0.727  -5.970  -1.414
H  -1.804  -4.914  -0.511
H  1.063  -4.128  -1.299
H  0.617  -4.888  0.218
H  -0.987  -0.575  2.015
H  1.399  -2.447  -2.364
H  2.480  -1.539  -1.259
H  1.239  -0.685  -2.149

Atoms 1-3, force components in eV/Å:
Li 0.20 0.00 -0.48
O -0.19 -0.12 -0.09
C -0.07 -0.02 0.01

Summary:
- Total charge: -2
- Energy relative to the best compared isomer or geometry (same formula, charge and spin): 16.0 kcal/mol
- E_LUMO: 3.55 eV
- HOMO level: -0.94 eV
- Orbital gap: 4.48 eV

***

Entry 4:
DFT (ωB97M-V/def2-TZVPD) results for C22H22N2O2S in the gas phase at a distorted geometry.

Positions of all 49 atoms, in Å:
O  1.327  -2.120  -5.266
C  1.539  -2.092  -4.052
C  1.470  -1.098  -3.068
C  1.757  0.254  -3.285
C  1.464  1.462  -2.481
C  1.481  2.641  -3.163
C  1.147  3.880  -2.582
C  0.979  3.893  -1.187
C  1.198  2.732  -0.485
O  1.234  2.778  0.908
C  0.815  1.673  1.842
C  0.471  2.294  3.249
C  -0.969  2.874  3.129
C  -1.969  1.976  3.682
C  -2.386  2.188  5.009
C  -3.341  1.432  5.597
C  -4.020  0.512  4.765
C  -3.638  0.254  3.438
C  -2.674  1.068  2.904
C  1.354  1.522  -1.119
N  1.028  -1.531  -1.805
C  0.837  -2.842  -2.011
S  -0.010  -3.831  -0.874
C  0.916  -5.341  -1.473
C  0.566  -5.555  -2.964
C  1.311  -4.560  -3.874
N  1.162  -3.187  -3.323
H  2.111  0.481  -4.244
H  1.626  2.640  -4.202
H  0.725  4.589  -3.277
H  0.591  4.764  -0.738
H  0.014  1.122  1.407
H  1.630  0.934  2.136
H  1.150  3.111  3.477
H  0.558  1.587  4.036
H  -1.220  3.133  2.087
H  -1.016  3.823  3.652
H  -1.850  2.862  5.588
H  -3.490  1.686  6.588
H  -4.720  -0.125  5.249
H  -4.056  -0.599  2.987
H  -2.402  1.034  1.788
H  1.291  0.626  -0.561
H  2.030  -5.335  -1.270
H  0.475  -6.123  -0.904
H  -0.508  -5.450  -3.190
H  0.919  -6.534  -3.183
H  0.738  -4.652  -4.868
H  2.354  -4.852  -4.072

Atoms 1-3, force components in eV/Å:
O 1.96 0.76 0.27
C -3.15 -1.55 -2.23
C 1.45 6.74 2.24

Summary:
- SMILES: O=C1/C(=C/c2cccc(OCCCc3ccccc3)c2)N=C2SCCCN12
- Total charge: 0
- Energy relative to the best compared isomer or geometry (same formula, charge and spin): 92.9 kcal/mol
- E_LUMO: -0.59 eV
- HOMO level: -7.93 eV
- Orbital gap: 7.34 eV